{"formula": "CHN3O2", "method": "ωB97M-V/def2-TZVPD", "elements": ["O", "O", "N", "N", "N", "C", "H"], "positions_angstrom": [[2.2867, 2.6610, 0.3520], [2.0678, 1.5532, 2.1925], [1.6528, 0.5065, 0.2482], [0.8698, -0.5716, 0.9780], [2.0418, 1.7038, 1.0163], [0.3971, -0.1034, -0.0712], [-0.2305, -0.1988, -0.9214]], "atomic_forces_ev_per_a": [[0.6071, 0.4423, -0.4786], [0.5435, 0.0479, 1.0603], [1.7646, -1.1203, -1.2945], [-0.4733, -0.1604, 0.0322], [-3.0821, -0.6066, -0.3429], [1.3957, 1.3060, 1.2657], [-0.7554, 0.0912, -0.2422]], "de_lowest_kj_mol": 607.30, "total_energy_ev": -9611.11193, "fmax_ev_per_a": 3.16, "e_homo_ha": -0.3765, "smiles": "O=[N+]([O-])N1C=N1", "homo_lumo_gap_ev": 10.29}